Version A
ORCA calculation (ωB97M-V/def2-TZVPD) on a molecular structure, C52H78GeN4O5P3S3Ti.

## Properties
orbital gap (spin up / spin down): 0.178 / 0.279 Eh
HOMO level (spin up / spin down): -2.71 / -5.45 eV

The geometry in ORCA input format:
```
! wB97M-V def2-TZVPD RIJCOSX def2/J DEFGRID3
* xyz -1 3
Ti 0.7358 -1.0078 -0.0440
C 1.4097 -3.0140 -3.5161
C 1.3010 -3.8506 -2.2223
N 0.3455 -3.2998 -1.2555
C -1.0549 -3.6369 -1.5374
C -1.7247 -2.7652 -2.6090
S -1.4522 -0.9732 -2.4198
C -0.7971 -0.5617 -4.0649
C 0.7392 -0.7526 -4.2799
N 1.3579 -1.5881 -3.2699
H 0.5727 -3.2759 -4.1638
H 2.3187 -3.3047 -4.0541
H 2.2794 -3.9062 -1.7506
H 1.0093 -4.8686 -2.5028
H 0.5640 -3.6552 -0.3334
H -1.6173 -3.5376 -0.6148
H -1.1321 -4.6809 -1.8667
H -2.7994 -2.9417 -2.5498
H -1.3975 -3.0328 -3.6126
H -1.0543 0.4879 -4.2156
H -1.3734 -1.1518 -4.7792
H 1.2120 0.2236 -4.2355
H 0.8940 -1.1519 -5.2895
H 2.2525 -1.2270 -2.9854
C 0.2993 -2.1208 3.3989
P 1.3922 -2.6033 2.0124
C 2.9865 -1.8830 2.5295
N 3.2335 -1.9002 3.8604
C 4.4294 -1.3661 4.2655
C 4.7555 -1.3269 5.6291
C 5.9594 -0.7890 6.0593
C 6.8681 -0.2816 5.1316
C 6.5690 -0.3166 3.7771
C 5.3573 -0.8521 3.3195
N 5.0796 -0.8580 1.9743
C 3.8848 -1.3479 1.5985
P 3.4771 -1.2785 -0.2175
C 4.4008 -2.7681 -0.7874
C 4.6047 0.0552 -0.9641
C 6.0997 -0.2868 -0.9364
C 4.1981 0.1975 -2.4364
C 4.3566 1.3799 -0.2289
C 1.5614 -4.4511 2.2990
C 0.1462 -5.0397 2.1516
C 2.1496 -4.8345 3.6556
C 2.4765 -5.0179 1.2117
H 0.7204 -2.4938 4.3262
H -0.7131 -2.4918 3.2405
H 0.2874 -1.0336 3.4476
H 4.0355 -1.7264 6.3349
H 6.1921 -0.7619 7.1171
H 7.8050 0.1459 5.4690
H 7.2640 0.0778 3.0435
H 5.3546 -2.8127 -0.2633
H 4.5782 -2.7343 -1.8664
H 3.8368 -3.6674 -0.5603
H 6.3367 -1.1140 -1.6135
H 6.4344 -0.5295 0.0677
H 6.6509 0.5947 -1.2886
H 4.2906 -0.7538 -2.9767
H 4.8714 0.9102 -2.9246
H 3.1793 0.5752 -2.5408
H 4.7049 1.3153 0.8024
H 3.2985 1.6479 -0.2370
H 4.9122 2.1811 -0.7318
H -0.4273 -4.9163 3.0722
H 0.2044 -6.1110 1.9325
H -0.4310 -4.5622 1.3510
H 1.4785 -4.5847 4.4797
H 3.0986 -4.3373 3.8428
H 2.3086 -5.9205 3.6697
H 2.1065 -4.8029 0.2050
H 2.5464 -6.1056 1.3148
H 3.4823 -4.6024 1.3064
C 1.3217 1.2790 1.9651
O 1.2473 0.1400 1.1508
H 0.4765 1.3148 2.6550
H 1.3015 2.1754 1.3442
H 2.2448 1.2608 2.5471
O -2.7874 -2.4630 1.3511
C -2.0830 -1.4928 1.1520
O -1.0041 -1.5459 0.4083
C -2.4039 -0.1312 1.7246
C -2.5428 0.9349 0.6113
Ge -4.3434 0.9122 -0.1707
C -5.4458 2.0344 1.0144
C -5.9698 3.2497 0.5650
C -6.6726 4.0924 1.4205
C -6.8666 3.7347 2.7482
C -6.3504 2.5335 3.2169
C -5.6459 1.6970 2.3586
C -5.1401 -0.8692 -0.2974
C -6.0472 -1.3671 0.6361
C -6.6212 -2.6228 0.4724
C -6.2978 -3.3965 -0.6338
C -5.4027 -2.9083 -1.5785
C -4.8323 -1.6530 -1.4131
C -4.4951 1.6197 -1.9769
C -3.3855 1.9302 -2.7629
C -3.5476 2.3774 -4.0709
C -4.8214 2.5221 -4.6033
C -5.9380 2.2140 -3.8306
C -5.7726 1.7610 -2.5291
H -1.5892 0.1381 2.4009
H -3.3085 -0.2343 2.3204
H -1.7796 0.7842 -0.1522
H -2.3832 1.9389 1.0029
H -5.8199 3.5475 -0.4677
H -7.0624 5.0339 1.0498
H -7.4163 4.3893 3.4148
H -6.4917 2.2493 4.2535
H -5.2446 0.7687 2.7516
H -6.3156 -0.7741 1.5036
H -7.3203 -2.9981 1.2105
H -6.7470 -4.3739 -0.7633
H -5.1527 -3.5063 -2.4481
H -4.1372 -1.2733 -2.1581
H -2.3828 1.8334 -2.3554
H -2.6725 2.6271 -4.6607
H -4.9465 2.8775 -5.6196
H -6.9341 2.3249 -4.2430
H -6.6466 1.5046 -1.9366
C 2.2474 6.2513 -1.4656
C 2.7056 4.8105 -1.3294
C 3.2811 4.2467 -2.6176
O 1.6694 3.9654 -0.7771
P 0.3895 3.2533 -1.4572
S -0.2441 4.1474 -3.0764
S 0.8127 1.3192 -1.6016
O -0.6504 3.3922 -0.2343
C -0.9793 4.7129 0.2698
C -2.4855 4.8331 0.3137
C -0.3332 4.8876 1.6309
H 3.1122 6.8847 -1.6867
H 1.7956 6.5975 -0.5330
H 1.5169 6.3472 -2.2670
H 3.4721 4.7705 -0.5568
H 2.5568 4.3318 -3.4276
H 3.5390 3.1954 -2.4894
H 4.1849 4.8016 -2.8855
H -0.5884 5.4618 -0.4236
H -2.9155 4.0360 0.9266
H -2.8976 4.7585 -0.6931
H -2.7742 5.7966 0.7443
H -0.7117 4.1314 2.3268
H -0.5563 5.8806 2.0320
H 0.7482 4.7726 1.5489
*
```

Results of the Mulliken charge analysis, in e, for atoms 1 through 8: -0.191 -1.289 -0.377 0.433 -0.739 -1.457 0.861 -0.694


Version B
ORCA calculation (ωB97M-V/def2-TZVPD) on a molecular structure, C52H78GeN4O5P3S3Ti.

## Properties
orbital gap (spin up / spin down): 0.173 / 0.235 Eh
HOMO level (spin up / spin down): -2.88 / -4.57 eV

The geometry in ORCA input format:
```
! wB97M-V def2-TZVPD RIJCOSX def2/J DEFGRID3
* xyz -1 3
Ti -0.6169 0.4724 0.8370
C 1.8430 -1.2656 0.5914
C 2.0052 -0.8358 2.0382
N 1.0272 0.2141 2.3577
C 0.6326 0.2499 3.7619
C -0.2090 -0.9706 4.1361
S -1.3697 -1.4797 2.8297
C -0.5021 -2.8952 2.0684
C -0.1599 -2.7141 0.5955
N 0.4157 -1.4081 0.2395
H 2.3853 -2.1982 0.3992
H 2.2650 -0.5227 -0.0866
H 3.0262 -0.4835 2.2072
H 1.8449 -1.6706 2.7195
H 1.3734 1.1387 2.0787
H 0.0539 1.1621 3.9106
H 1.5061 0.3021 4.4223
H -0.8046 -0.7440 5.0206
H 0.4059 -1.8354 4.3863
H -1.1702 -3.7533 2.1527
H 0.3766 -3.1009 2.6775
H -1.0659 -2.8329 0.0106
H 0.5229 -3.5205 0.3013
H 0.3509 -1.3118 -0.7773
C -3.1972 -1.5586 -4.0778
P -1.8059 -1.7670 -2.8737
C -2.6733 -2.6886 -1.5303
N -2.5979 -4.0323 -1.5685
C -2.9920 -4.7175 -0.4469
C -2.8560 -6.1107 -0.3998
C -3.2184 -6.8277 0.7305
C -3.7209 -6.1602 1.8448
C -3.8600 -4.7812 1.8240
C -3.5043 -4.0371 0.6880
N -3.6264 -2.6776 0.6961
C -3.2112 -2.0162 -0.4209
P -3.0614 -0.2477 0.0172
C -3.3940 0.8193 -1.4341
C -4.5966 0.1652 1.0304
C -5.8515 -0.4308 0.3919
C -4.7001 1.6983 1.0638
C -4.5046 -0.3065 2.4817
C -0.6755 -2.9705 -3.7529
C 0.3647 -3.4664 -2.7417
C -1.3451 -4.1542 -4.4531
C 0.0530 -2.1153 -4.8004
H -3.4617 -2.4984 -4.5618
H -2.9383 -0.8193 -4.8375
H -4.0699 -1.2028 -3.5331
H -2.4566 -6.6068 -1.2766
H -3.1076 -7.9052 0.7464
H -4.0065 -6.7182 2.7289
H -4.2499 -4.2420 2.6805
H -4.3924 0.6616 -1.8407
H -2.6495 0.6315 -2.1989
H -3.2883 1.8565 -1.1165
H -5.9902 -0.0946 -0.6374
H -6.7278 -0.1069 0.9633
H -5.8108 -1.5191 0.4057
H -5.4095 1.9912 1.8435
H -5.0546 2.1104 0.1188
H -3.7356 2.1529 1.3101
H -4.3065 -1.3704 2.5438
H -5.4597 -0.0853 2.9703
H -3.7250 0.2388 3.0170
H -0.1031 -4.0829 -1.9739
H 0.9021 -2.6274 -2.2875
H 1.1145 -4.0702 -3.2624
H -1.9864 -4.7067 -3.7724
H -0.5661 -4.8260 -4.8304
H -1.9272 -3.8277 -5.3183
H 0.6052 -1.2940 -4.3385
H -0.6427 -1.7089 -5.5403
H 0.7759 -2.7394 -5.3347
C -0.3329 1.9325 -1.9307
O -0.5513 1.2158 -0.7422
H -0.3116 1.2452 -2.7788
H 0.6271 2.4493 -1.8793
H -1.1410 2.6597 -2.0734
O 0.8927 2.7038 1.1600
C -0.2727 3.0034 1.4533
O -1.1210 2.1621 1.9480
C -0.7708 4.4039 1.1606
C -1.9747 4.8519 1.9775
Ge -1.7118 4.9179 3.9306
C -0.1066 4.0438 4.6454
C -0.1897 3.3436 5.8501
C 0.9383 2.7843 6.4360
C 2.1751 2.9080 5.8191
C 2.2767 3.5974 4.6189
C 1.1475 4.1669 4.0463
C -3.2446 4.1370 4.8537
C -4.1371 4.9185 5.5834
C -5.2164 4.3422 6.2404
C -5.4096 2.9703 6.1835
C -4.5287 2.1780 5.4590
C -3.4602 2.7600 4.7918
C -1.5811 6.8053 4.4557
C -2.4633 7.7491 3.9290
C -2.3966 9.0836 4.3032
C -1.4351 9.4994 5.2139
C -0.5486 8.5753 5.7468
C -0.6246 7.2405 5.3708
H -0.9962 4.4036 0.0880
H 0.0724 5.0874 1.2787
H -2.8299 4.2056 1.7783
H -2.2550 5.8651 1.6787
H -1.1490 3.2336 6.3436
H 0.8489 2.2505 7.3745
H 3.0562 2.4677 6.2699
H 3.2355 3.6948 4.1247
H 1.2613 4.7082 3.1147
H -3.9843 5.9901 5.6529
H -5.9023 4.9647 6.8022
H -6.2467 2.5173 6.7001
H -4.6801 1.1082 5.4038
H -2.7858 2.1380 4.2098
H -3.2208 7.4438 3.2137
H -3.0924 9.7992 3.8827
H -1.3766 10.5408 5.5050
H 0.2061 8.8938 6.4554
H 0.0759 6.5293 5.7950
C 5.9340 -2.4818 -0.7971
C 5.8120 -2.3307 -2.3067
C 7.0371 -1.6612 -2.9065
O 4.5513 -1.7005 -2.5842
P 4.2203 -0.1579 -2.9296
S 4.9190 0.4056 -4.6723
S 2.2783 0.0291 -2.5979
O 5.0775 0.5206 -1.7061
C 5.0046 1.8767 -1.2322
C 4.6629 2.9077 -2.2953
C 4.0581 1.9661 -0.0440
H 6.8115 -3.0797 -0.5399
H 5.0451 -2.9707 -0.3960
H 6.0277 -1.4964 -0.3382
H 5.7111 -3.3232 -2.7571
H 7.1611 -0.6511 -2.5182
H 6.9650 -1.5976 -3.9890
H 7.9153 -2.2538 -2.6354
H 6.0221 2.0754 -0.8773
H 3.6659 2.7303 -2.6991
H 5.3726 2.8764 -3.1191
H 4.6836 3.8987 -1.8338
H 3.0215 1.9061 -0.3758
H 4.2002 2.9150 0.4790
H 4.2645 1.1486 0.6497
*
```

Results of the Mulliken charge analysis, in e, for atoms 1 through 8: -0.105 0.186 -1.875 1.286 0.702 -1.423 0.454 -1.686


Stability check: which of them is least stable? version A.


Version A
ORCA calculation (ωB97M-V/def2-TZVPD) on a molecular structure, C7H12N.

## Properties
orbital gap: 0.376 Eh
HOMO level: -13.40 eV

The geometry in ORCA input format:
```
! wB97M-V def2-TZVPD RIJCOSX def2/J DEFGRID3
* xyz 1 1
C -2.2056 0.8265 0.2634
C -1.2002 0.6002 1.0404
C -1.3506 -1.4556 -0.1686
C -1.6098 -0.0968 -0.7802
C -0.4576 -0.2899 0.0668
C 1.3403 1.3157 -0.6234
C 1.8300 -0.6003 0.7006
N 0.9394 -0.1043 -0.2762
H -3.2615 1.1066 0.5011
H -0.6853 0.9624 1.9204
H -1.9081 -1.8962 0.6610
H -1.0090 -2.0745 -1.0124
H -1.9211 -0.1263 -1.8720
H 1.1481 1.9977 0.2414
H 2.3677 1.1614 -0.9468
H 0.8526 1.7856 -1.5250
H 1.5341 -0.1101 1.5981
H 1.6087 -1.6698 0.9821
H 2.8701 -0.7315 0.4314
H 1.1178 -0.6007 -1.2020
*
```

Results of the Mulliken charge analysis, in e, for atoms 1 through 8: -0.433 -0.662 -0.645 -0.545 0.456 -0.828 -0.818 0.107


Version B
ORCA calculation (ωB97M-V/def2-TZVPD) on a gas-phase ion, C7H12N (charge +1).

## Properties
orbital gap (spin up / spin down): 0.337 / 0.242 Eh
HOMO level (spin up / spin down): -13.15 / -11.39 eV

The geometry in ORCA input format:
```
! wB97M-V def2-TZVPD RIJCOSX def2/J DEFGRID3
* xyz 1 1
C 0.6874 1.2806 -0.6677
C -0.4636 0.6698 -0.4917
C -2.3566 -0.4976 -1.2695
C -1.6828 0.1770 -0.2612
C 2.1009 0.7597 -0.5365
C 1.2350 -1.4661 0.2352
C -2.4052 0.3298 1.0491
N 2.0544 -0.3515 0.4031
H 0.5650 2.3145 -0.9283
H -3.3291 -0.7281 -0.8693
H -2.1381 -0.7342 -2.2666
H 2.3742 0.4372 -1.5639
H 2.6579 1.5201 0.0429
H 0.9850 -1.8254 1.1530
H 1.1013 -1.9050 -0.8081
H -1.6666 0.6876 1.9278
H -2.8337 -0.6993 1.3776
H -3.2285 1.0726 1.0728
H 3.0577 -0.6027 0.4242
H 1.8653 0.0815 1.2715
*
```

Results of the Mulliken charge analysis, in e, for atoms 1 through 8: -0.640 0.058 -1.158 0.911 -0.464 -0.697 -1.208 -0.141


Stability check: which of them is least stable? version B.


Version A
ORCA calculation (ωB97M-V/def2-TZVPD) on 2 unconnected molecules or ions with the total composition C4H14NO.

## Properties
orbital gap: 0.490 Eh
HOMO level: -16.34 eV

The geometry in ORCA input format:
```
! wB97M-V def2-TZVPD RIJCOSX def2/J DEFGRID3
* xyz 1 1
C 0.8113 -0.6329 -2.2327
C 0.9322 -0.1069 -0.7947
N -0.4208 0.3143 -0.2685
C -0.3469 1.5254 0.6357
C 0.2576 1.1297 2.0050
H 1.5399 -0.2165 -2.9279
H -0.1441 -0.3295 -2.6642
H 0.8800 -1.7132 -2.3190
H 1.2527 -0.9171 -0.1381
H 1.7134 0.6328 -0.6396
H -0.7183 -0.5053 0.3114
H -1.1193 0.4643 -0.9770
H -1.3492 1.9510 0.7076
H 0.1997 2.2990 0.0968
H 1.2007 0.6395 1.8095
H 0.3810 2.0943 2.5019
H -0.5140 0.6430 2.5942
H -1.8486 -2.5036 0.0766
H -1.4496 -2.6887 1.4855
O -1.2577 -2.0797 0.7375
*
```

Results of the Mulliken charge analysis, in e, for atoms 1 through 8: -1.121 -0.327 -0.112 -0.702 -0.970 0.309 0.328 0.310


Version B
ORCA calculation (ωB97M-V/def2-TZVPD) on 2 unconnected molecules or ions with the total composition C4H14NO.

## Properties
orbital gap: 0.329 Eh
HOMO level: -12.94 eV

The geometry in ORCA input format:
```
! wB97M-V def2-TZVPD RIJCOSX def2/J DEFGRID3
* xyz 1 1
C -0.4784 -1.8190 -0.3816
O -0.9912 -2.9016 0.3760
C 0.1418 -2.3765 -1.6257
H -1.2990 -1.1258 -0.6370
H 0.1616 -1.2201 0.2757
H -1.3094 -2.5910 1.2177
H -0.5642 -2.9696 -2.2014
H 0.5515 -1.6010 -2.2744
H 0.9726 -3.0319 -1.3582
C 0.2355 1.6915 -0.6713
C 0.9672 2.0021 0.6090
N 0.1672 2.9609 1.4780
H 0.7214 0.9017 -1.2398
H -0.7434 1.2585 -0.4566
H 0.1554 2.5785 -1.2919
H 1.1337 1.1031 1.2006
H 1.9295 2.4906 0.4750
H -0.2229 3.7111 0.9026
H 0.7940 3.3990 2.1550
H -0.5858 2.5041 1.9920
*
```

Results of the Mulliken charge analysis, in e, for atoms 1 through 8: 0.170 -0.516 -1.101 0.209 0.026 0.281 0.310 0.322


Stability check: which of them is least stable? version B.